1.
Computed, not measured: a structure of composition C18H27N3OS, with ωB97M-V/def2-TZVPD.

Its energy above the lowest of the compared OMol25 structures with the same formula, charge and spin is 1852.8 kJ/mol. The calculation puts the HOMO energy at -7.3173 eV. The net charge is 0.

Each line ends with the natural charge from an NBO analysis.
Element x y z (Å)
C  -3.472  -1.594  1.587  -0.568
H  -2.329  -1.890  1.377  0.178
H  -3.972  -2.403  1.529  0.187
H  -3.573  -1.085  2.413  0.199
C  -3.933  -0.903  0.174  -0.124
C  -3.971  -1.610  -0.921  -0.641
H  -2.996  -2.001  -0.994  0.220
H  -4.259  -0.889  -1.935  0.183
H  -4.630  -2.360  -1.004  0.223
C  -3.053  0.500  0.229  -0.173
N  -1.728  0.440  0.175  -0.528
C  -0.998  0.838  1.178  -0.175
C  -0.646  2.078  1.102  -0.285
N  -0.075  2.785  -0.006  -0.441
C  -0.747  2.093  -1.327  -0.234
H  -1.769  2.598  -1.193  0.212
C  -1.006  0.429  -1.059  -0.057
C  0.168  -0.317  -1.285  -0.433
H  0.754  0.151  -2.382  0.171
H  0.911  -0.057  -0.465  0.248
C  -0.142  -1.764  -1.498  -0.044
O  0.959  -2.441  -1.340  -0.683
H  1.572  -2.138  -2.213  0.445
H  -0.643  -2.012  -0.304  0.167
H  -0.769  -1.816  -2.492  0.165
H  -1.675  0.379  -1.916  0.215
H  -0.124  2.131  -2.087  0.178
C  1.343  3.170  -0.120  -0.222
C  2.184  1.826  0.155  0.303
N  2.428  1.088  1.149  -0.460
C  3.314  0.235  0.853  0.024
C  3.608  -0.872  1.715  -0.142
C  4.607  -1.760  1.523  -0.234
C  5.159  -1.929  0.225  -0.188
C  4.829  -0.914  -0.696  -0.133
C  3.963  0.314  -0.330  -0.194
S  3.330  1.426  -1.501  0.185
H  5.326  -0.827  -1.407  0.146
H  5.892  -2.516  0.025  0.195
H  4.729  -2.433  2.314  0.211
H  3.241  -0.914  2.968  0.214
H  1.371  3.779  0.972  0.226
H  1.412  3.479  -1.003  0.196
H  -1.683  2.632  1.352  0.161
H  -0.121  2.633  1.957  0.226
H  0.227  0.168  1.281  0.128
H  -1.333  0.377  2.247  0.250
H  -3.290  0.982  -0.590  0.168
H  -3.268  1.243  1.024  0.199
H  -5.122  -0.328  0.544  0.139

Cartesian forces (eV/Å) of the 3 atoms listed first:
C 5.6201 1.4742 -7.7383
H -2.2571 0.6397 0.7790
H -3.4009 -6.0812 0.6225

=====

2.
Computed, not measured: an isolated molecule of C18H27N5O2, with ωB97M-V/def2-TZVPD.

Its energy above the lowest of the compared OMol25 structures with the same formula, charge and spin is 349.6 kJ/mol. The calculation puts the HOMO energy at -8.6995 eV. As for the SMILES: COCCn1nnnc1[C@@H](c1ccc(OC)cc1)N1CCC(C)CC1. The net charge is 0.

Each line ends with the natural charge from an NBO analysis.
Element x y z (Å)
C  1.516  1.411  4.543  -0.244
H  1.609  0.412  4.990  0.160
O  0.332  1.526  3.798  -0.534
C  0.266  0.631  2.720  -0.067
C  -0.955  0.981  1.866  -0.254
N  -0.715  2.148  1.068  -0.201
C  -0.326  2.260  -0.228  0.344
N  -0.210  3.539  -0.502  -0.313
N  -0.530  4.191  0.611  -0.069
N  -0.832  3.392  1.542  -0.051
C  -0.034  1.152  -1.181  -0.106
N  -1.125  0.187  -1.261  -0.451
C  -0.902  -0.744  -2.360  -0.223
C  -1.933  -1.866  -2.310  -0.401
C  -3.346  -1.296  -2.436  -0.215
C  -4.401  -2.390  -2.324  -0.597
H  -5.399  -1.969  -2.423  0.209
H  -4.263  -3.135  -3.105  0.208
H  -4.334  -2.888  -1.359  0.201
C  -3.526  -0.233  -1.355  -0.400
C  -2.425  0.819  -1.441  -0.220
H  -2.580  1.566  -0.660  0.208
H  -2.481  1.337  -2.414  0.172
H  -4.497  0.255  -1.459  0.213
H  -3.487  -0.708  -0.372  0.199
H  -3.440  -0.815  -3.417  0.194
H  -1.735  -2.575  -3.115  0.212
H  -1.841  -2.394  -1.359  0.199
H  0.105  -1.156  -2.276  0.215
H  -0.973  -0.222  -3.331  0.168
C  1.268  0.523  -0.723  -0.078
C  2.452  1.233  -0.901  -0.177
C  3.650  0.727  -0.447  -0.248
C  3.699  -0.513  0.195  0.311
C  2.520  -1.226  0.372  -0.332
C  1.318  -0.701  -0.077  -0.148
H  0.409  -1.261  0.081  0.215
H  2.517  -2.186  0.863  0.220
O  4.931  -0.921  0.606  -0.491
C  5.047  -2.163  1.256  -0.252
H  4.474  -2.185  2.188  0.175
H  4.725  -2.987  0.610  0.176
H  6.106  -2.278  1.483  0.203
H  4.571  1.274  -0.577  0.229
H  2.425  2.195  -1.391  0.227
H  0.137  1.644  -2.159  0.215
H  -1.203  0.160  1.192  0.242
H  -1.789  1.203  2.536  0.238
H  1.182  0.692  2.111  0.183
H  0.167  -0.405  3.085  0.168
H  1.460  2.159  5.329  0.199
H  2.398  1.600  3.919  0.168

Cartesian forces (eV/Å) of the 3 atoms listed first:
C 0.0960 -0.0440 0.0164
H 0.0213 0.0328 0.0157
O -0.3089 0.0722 -0.1567

=====

3.
Computed, not measured: an isolated molecule of C18H27NO5, with ωB97M-V/def2-TZVPD.

Its energy above the lowest of the compared OMol25 structures with the same formula, charge and spin is 48.4 kJ/mol. The calculation puts the HOMO energy at -8.3273 eV. As for the SMILES: CCCOC(=O)Cc1ccc(OCC(=O)N(CC)CC)c(OC)c1. The net charge is 0.

Each line ends with the natural charge from an NBO analysis.
Element x y z (Å)
C  -5.816  -0.686  3.433  -0.608
C  -6.089  -0.126  2.042  -0.422
C  -4.886  -0.293  1.117  -0.075
H  -5.135  0.058  0.110  0.205
H  -4.564  -1.336  1.080  0.186
O  -3.751  0.433  1.589  -0.520
C  -3.682  1.728  1.273  0.810
O  -4.511  2.317  0.633  -0.598
C  -2.387  2.333  1.783  -0.515
C  -1.321  2.008  0.767  -0.010
C  -0.955  2.924  -0.205  -0.214
C  -0.016  2.579  -1.160  -0.230
C  0.575  1.324  -1.167  0.230
C  0.231  0.400  -0.163  0.316
C  -0.726  0.753  0.778  -0.300
H  -1.010  0.049  1.545  0.226
O  0.898  -0.788  -0.162  -0.527
C  0.399  -1.859  0.602  -0.253
H  -0.675  -1.994  0.451  0.181
H  0.606  -1.719  1.669  0.174
H  0.928  -2.737  0.235  0.220
O  1.507  1.091  -2.145  -0.512
C  1.570  -0.186  -2.752  -0.156
C  2.428  -1.282  -2.106  0.686
O  2.043  -2.438  -2.166  -0.662
N  3.624  -0.955  -1.581  -0.444
C  4.209  0.368  -1.549  -0.206
H  5.273  0.269  -1.787  0.190
C  4.051  1.042  -0.186  -0.613
H  4.505  2.029  -0.211  0.211
H  2.999  1.150  0.060  0.215
H  4.532  0.459  0.596  0.201
H  3.745  0.991  -2.313  0.220
C  4.428  -2.032  -1.027  -0.213
C  5.326  -2.665  -2.085  -0.615
H  5.922  -3.458  -1.641  0.210
H  4.713  -3.089  -2.876  0.222
H  5.998  -1.927  -2.519  0.198
H  3.743  -2.788  -0.637  0.226
H  5.026  -1.634  -0.205  0.190
H  0.568  -0.613  -2.870  0.212
H  1.981  -0.002  -3.753  0.207
H  0.273  3.277  -1.929  0.226
H  -1.410  3.901  -0.227  0.217
H  -2.515  3.411  1.874  0.237
H  -2.143  1.894  2.749  0.232
H  -6.331  0.936  2.107  0.217
H  -6.939  -0.640  1.590  0.208
H  -4.949  -0.199  3.873  0.208
H  -5.620  -1.755  3.381  0.200
H  -6.672  -0.522  4.082  0.212

Cartesian forces (eV/Å) of the 3 atoms listed first:
C -0.1035 0.1120 -0.1724
C 0.4300 -0.0328 0.0447
C -0.6443 -0.0106 -0.3208

=====

HOMO of number 3 (C18H27NO5)? -8.3273 eV

=====

Among the records above, which one has the lowest energy above the lowest of the compared OMol25 structures with the same formula, charge and spin? C18H27NO5

=====

What is the formula in the second record? C18H27N5O2

=====

Which value of HOMO does entry 1 give? -7.3173 eV